No. 1
10
Properties=species:S:1:pos:R:3:forces:R:3 method="wB97M-V/def2-TZVPD" relative_energy_kcal_mol=52.6 e_lumo_ev=-0.037 smiles="O=Cn1nccn1"
O 2.2371 -0.3791 1.6784 -0.89 -1.51 -0.02
N 0.6073 -0.0862 0.2173 -3.33 -1.37 -3.65
N 0.0632 1.0980 0.4359 2.73 1.19 3.85
N -0.0964 -0.7708 -0.7449 -1.56 0.85 -0.03
C 1.4362 -0.9153 0.9419 3.67 0.25 0.96
C -1.1138 0.0478 -1.0320 2.96 -0.70 1.29
C -0.9761 1.2227 -0.2753 -3.16 0.56 -0.79
H -1.7969 2.0097 -0.1225 1.97 -0.92 -0.39
H -1.8367 -0.1643 -1.7134 -1.74 -0.86 -1.86
H 1.4762 -2.0624 0.6145 -0.64 2.50 0.64

No. 2
33
Properties=species:S:1:pos:R:3:forces:R:3 method="wB97M-V/def2-TZVPD" relative_energy_kcal_mol=71.1 e_lumo_ev=3.508 charge=-2
Cl 3.1445 -4.2746 1.4834 1.22 1.35 0.14
Cl 0.7413 -3.4949 0.2067 0.23 1.40 -0.45
P -1.8834 -2.0838 2.5073 -4.46 0.12 3.28
O -3.3298 4.5454 -2.3780 -0.22 -0.32 0.64
O -3.2525 2.3977 -0.5369 0.42 -0.21 -0.36
O 1.5977 0.5765 1.0337 -3.88 -2.12 0.55
O -3.0405 -1.6455 3.5323 3.45 -1.37 -2.88
O -0.3150 0.2876 -3.5075 0.40 0.20 -0.50
O -0.4095 -0.7900 0.3389 2.37 -0.04 4.57
O -0.6831 0.7044 2.3561 2.15 -2.86 -2.92
O -0.1348 2.5697 -5.1702 -0.31 0.11 0.36
C -1.7474 1.3769 -2.0263 2.10 -1.87 -1.35
C 1.9367 -2.0677 0.2047 0.71 0.20 -0.72
C -0.9283 1.3321 -3.2666 -1.08 -0.68 2.10
C -0.8946 2.5741 -4.1532 1.56 -1.57 -1.06
C 3.1714 -2.4014 1.2283 -0.29 0.06 0.08
C -2.5536 2.3625 -1.5959 -1.66 1.73 1.14
C -1.7112 3.5549 -3.7296 -1.90 1.70 1.48
C -2.6014 3.5609 -2.5388 1.03 0.89 -2.19
C 3.0349 -1.7517 2.7264 1.64 -0.18 0.26
B 1.0721 -0.7175 0.5595 -1.60 1.88 -0.54
B -0.9498 -0.6049 1.7299 1.76 3.37 -2.47
B 0.4255 1.3335 1.5958 -0.24 -0.89 -0.17
H -1.6563 0.4777 -1.4273 -0.10 -0.13 0.00
H -1.7613 4.4744 -4.3013 -0.03 0.08 -0.10
H 3.7597 -2.3809 3.4348 -1.59 1.34 -1.58
H 3.4787 -0.6456 2.7238 -1.38 -2.33 -0.07
H 2.3203 -1.9486 -0.9169 -0.75 -0.46 2.43
H -0.9407 -2.9969 3.1683 -0.37 0.70 -0.88
H -2.4163 -2.8647 1.3821 0.80 0.58 0.81
H 0.3585 2.5192 1.4373 0.31 -0.44 0.25
H 1.9719 -1.8253 3.2091 1.89 0.25 -1.27
H 4.1963 -2.1533 0.6901 -2.21 -0.49 1.42

No. 3
58
Properties=species:S:1:pos:R:3:forces:R:3 method="wB97M-V/def2-TZVPD" relative_energy_kcal_mol=22.5 e_lumo_ev="-4.535 / -5.584" charge=+1 spin_multiplicity=5 s_squared=6.0924
Te -2.0301 -1.7961 -2.8463 -0.43 -0.15 -0.06
Pd -0.3776 0.0911 -1.9785 0.14 0.50 0.64
Se 1.8105 1.2351 -2.7103 0.33 0.06 -0.24
Se 1.2377 -0.6741 -3.6403 0.10 0.04 -0.05
Se -3.0186 -0.8108 -4.7398 0.08 -0.06 -0.04
O -1.2879 -1.7173 -0.2889 -0.06 0.09 -0.04
N 3.0488 -0.7872 0.7971 -0.04 0.09 -0.14
N 1.6496 -2.0927 -0.5558 -0.14 -0.02 -0.12
N 1.0529 0.0618 -0.1373 0.07 0.19 -0.18
N -1.3852 1.9167 -3.0477 0.12 -0.08 -0.03
N -1.9366 0.3194 0.6462 0.27 -0.08 -0.57
N -1.7050 0.9114 -0.5666 -0.18 -0.35 0.41
C -1.4529 -2.9606 2.1719 -0.02 -0.07 0.04
C -1.6525 -0.9792 0.6761 -0.01 -0.13 0.34
C 2.3998 -3.3049 -0.2512 -0.11 0.04 0.03
C -2.3044 -1.5119 4.3780 0.00 0.02 -0.03
C -1.5296 3.6945 -4.6274 0.00 -0.03 0.00
C 3.8542 -2.9400 -0.0625 0.04 0.04 -0.07
C -1.9250 2.6969 -2.1038 -0.17 -0.01 0.23
C 3.9560 -1.9111 1.0422 -0.14 0.07 0.07
C -2.9476 2.8568 0.2538 -0.02 0.06 -0.01
C 1.9189 -0.9027 0.0510 0.26 -0.16 0.39
C -2.2886 4.0077 -2.3807 -0.04 0.13 -0.05
C -1.9774 -2.8550 4.5156 0.02 -0.01 -0.01
C 2.6747 1.6248 0.8829 -0.01 -0.01 -0.07
C -2.0833 4.5108 -3.6560 -0.04 0.07 0.03
C -1.5490 -3.5793 3.4110 0.00 0.03 -0.03
C -2.2055 -0.8938 3.1411 -0.01 0.03 0.05
C -1.7813 -1.6159 2.0285 0.05 0.05 -0.12
C -1.1901 2.4002 -4.2701 -0.04 -0.06 -0.01
C 3.2863 0.4274 1.5749 -0.04 -0.16 0.04
C -2.1650 2.0955 -0.7653 -0.05 0.14 -0.33
C 1.2151 1.3153 0.5968 -0.02 -0.05 -0.03
H 0.6426 -2.1898 -0.6659 0.04 -0.09 -0.02
H 4.4412 -3.8199 0.1959 0.00 -0.01 0.01
H -2.6420 -0.9464 5.2373 0.01 -0.01 -0.02
H 2.0128 -3.7810 0.6556 -0.02 -0.02 0.03
H -2.0583 -3.3360 5.4829 0.00 0.01 -0.04
H 4.3631 0.5364 1.6994 0.02 0.04 -0.04
H -3.1197 2.2401 1.1270 0.00 -0.01 0.02
H -1.2994 -4.6283 3.5146 0.00 0.04 -0.01
H 3.7341 -2.3750 2.0093 -0.04 0.03 0.03
H 2.7746 2.5109 1.5110 -0.03 -0.03 -0.01
H -0.7532 1.7170 -4.9900 0.02 -0.01 0.01
H -2.7279 4.6262 -1.6110 0.02 -0.01 -0.03
H -2.3991 3.7548 0.5523 -0.02 -0.03 0.01
H 0.7550 2.1151 0.0141 0.02 0.04 -0.04
H 2.8508 0.3152 2.5733 0.03 -0.02 0.04
H 4.2530 -2.5274 -0.9918 0.01 -0.01 -0.01
H 0.6478 1.2604 1.5303 -0.04 -0.03 0.04
H 2.2663 -4.0040 -1.0741 0.01 -0.01 -0.05
H -2.4593 0.1507 3.0252 -0.01 -0.01 0.01
H 3.2065 1.8125 -0.0533 0.02 0.03 0.00
H 4.9648 -1.5029 1.1030 0.03 0.00 -0.01
H -1.3634 4.0455 -5.6372 0.00 -0.03 0.05
H -1.1361 -3.5180 1.2999 -0.01 0.00 0.02
H -3.9063 3.1792 -0.1585 0.04 -0.03 0.00
H -2.3591 5.5322 -3.8878 0.01 -0.04 0.01

No. 4
18
Properties=species:S:1:pos:R:3:forces:R:3 method="wB97M-V/def2-TZVPD" relative_energy_kcal_mol=126.1 e_lumo_ev=0.865
O 0.7595 -1.3287 -2.3412 -0.25 -0.03 -0.10
N 0.0294 -0.0328 0.1132 0.02 0.10 0.09
C -1.7660 0.4601 1.8257 0.01 0.04 0.08
C 0.3532 0.6422 -0.9507 -0.10 0.02 0.05
C 1.1331 0.0097 -2.0692 0.20 0.26 0.00
C -0.2095 -1.4044 0.5433 0.06 -0.34 -0.04
C -0.5239 -0.1776 1.3088 -0.10 0.12 -0.20
H -0.9568 -1.9263 -0.0706 0.06 0.09 0.11
H -2.6297 0.2900 1.1597 0.13 -0.01 0.02
H 0.6634 -2.0072 0.7934 -0.14 0.11 -0.02
H -0.1956 -1.3300 -2.4895 0.13 -0.07 -0.01
H 1.0349 0.6498 -2.9604 0.01 -0.12 0.16
H 2.0287 1.6490 1.3814 -0.02 0.00 0.06
H 2.2043 -0.0427 -1.8349 -0.13 0.02 0.00
H 1.5660 1.2296 1.7933 0.07 0.05 -0.04
H 0.1547 1.7097 -0.9408 0.03 -0.14 -0.01
H -2.0196 0.0679 2.8145 0.04 0.06 -0.16
H -1.6261 1.5417 1.9239 -0.02 -0.16 0.00